This record from the OMol25 dataset describes a 2-piece molecular cluster, C3H10NOP overall. The level of theory is ωB97M-V/def2-TZVPD.

Each line ends with the Mulliken charge.
Element x y z (Å)
C: 1.689347 1.085158 1.299513  -0.93
P: 0.996738 0.419013 -0.195258  0.61
O: 0.329672 1.366094 -1.120671  -0.74
C: 1.763965 -1.033108 -0.878499  -0.60
C: 0.335926 -1.269937 -0.152863  -0.67
H: 2.425837 0.403484 1.835002  0.29
H: 0.940263 1.271493 2.089010  0.32
H: 2.016718 2.023585 1.149169  0.38
H: 1.775703 -1.265591 -1.894821  0.33
H: 2.729224 -1.461329 -0.631531  0.32
H: 0.381883 -1.979735 0.566812  0.40
H: -0.580268 -1.318295 -0.728757  0.29
N: -3.626322 0.235108 -0.239717  -0.64
H: -4.313557 0.012521 -0.927591  0.21
H: -2.869049 0.762822 -0.701230  0.23
H: -3.996083 0.748712 0.531427  0.21

Cartesian forces, eV/Å:
-0.7 -3.5 2.6
-0.7 -1.3 -1.0
0.1 0.3 0.5
-0.4 0.1 0.5
1.4 2.4 -1.5
-0.6 0.9 -1.1
-0.3 -0.5 -0.6
1.9 3.1 -0.9
-0.6 0.6 -2.0
-0.3 -0.2 1.5
0.0 -1.7 2.6
0.3 -0.2 -0.6
1.6 -0.1 -0.5
-0.6 0.0 -0.2
-0.7 -0.3 0.5
-0.3 0.4 0.2

**HOMO energy**: -9.46 eV
**Lowest unoccupied orbital energy**: 0.8 eV
**SMILES**: CP1(=O)CC1.N
**Frontier orbital gap**: 10.29 eV